No. 1
Formula: C55H79BN7O2RbS3
Source: the OMol25 dataset
Level of theory: wB97M-V/def2-TZVPD

E_HOMO (alpha / beta) = -6.57 / -5.63 eV
lowest unoccupied orbital energy (alpha / beta) = -1.03 / -1.22 eV
net charge = 0
energy above the lowest of the compared OMol25 structures with the same formula, charge and spin = 62.4 kcal/mol
HOMO-LUMO gap (alpha / beta) = 5.540 / 4.409 eV
maximum force = 0.0287 Eh/bohr
E_tot = -3920.47664 Eh

Last column: Mulliken charge in e.
Atoms and positions in Å:
Rb: -0.89908 -1.69417 -1.20684  1.56
C: -4.00318 0.73379 3.08199  -2.01
C: -2.99436 -0.37746 3.12836  1.10
C: -3.11780 -1.35861 4.10354  -0.90
C: -2.28364 -2.49705 4.05832  0.07
N: -1.31294 -2.60647 3.20332  -0.42
N: -1.10610 -1.58631 2.30918  0.85
B: 0.09687 -1.95345 1.58192  -2.35
N: 0.28185 -3.32249 1.02752  0.54
N: 1.61915 -3.62539 1.01402  -0.53
C: 2.02132 -4.71782 0.47153  0.13
C: 1.09411 -5.63960 -0.10853  -0.76
C: -0.23164 -5.40137 -0.05808  -0.03
C: -1.22576 -6.36002 -0.62519  -1.81
C: -0.70729 -4.17055 0.56404  1.22
S: -2.33541 -3.85372 0.65112  -0.22
C: 3.51418 -4.99192 0.45088  2.34
C: 3.95888 -5.12181 -1.01280  -1.76
C: 4.28624 -3.84633 1.10267  -1.57
C: 3.79353 -6.29766 1.20414  -1.78
N: 1.33907 -1.14572 1.78410  1.17
N: 1.52914 -1.18228 3.12948  -0.79
C: 2.66551 -0.80889 3.61297  0.03
C: 3.68646 -0.29481 2.75741  -1.29
C: 3.50209 -0.23240 1.42067  -0.07
C: 4.52719 0.32460 0.49221  -1.99
C: 2.26956 -0.76052 0.86848  2.32
S: 2.02478 -0.91126 -0.76858  -0.28
C: 2.88445 -0.96257 5.10827  2.26
C: 1.63372 -1.52394 5.78221  -2.28
C: 3.22795 0.39620 5.73021  -1.78
C: 4.05543 -1.93266 5.31817  -1.75
C: -1.98260 -0.50657 2.18249  -0.46
S: -2.06639 0.40756 0.70216  -0.16
C: -2.48199 -3.66054 5.01745  2.25
C: -2.25982 -3.16327 6.45049  -1.46
C: -1.50245 -4.79411 4.71716  -1.68
C: -3.91492 -4.18705 4.86193  -1.76
H: -4.36972 0.93525 4.08838  0.44
H: -4.85819 0.44420 2.46777  0.37
H: -3.59169 1.64627 2.65895  0.30
H: -3.89181 -1.27991 4.85375  0.46
H: 1.46532 -6.53986 -0.58110  0.37
H: -0.71673 -7.21498 -1.06794  0.40
H: -1.84572 -5.87341 -1.37829  0.34
H: -1.90782 -6.70500 0.15246  0.35
H: 3.71817 -4.21546 -1.57170  0.32
H: 3.49027 -5.97116 -1.51300  0.36
H: 5.03934 -5.27050 -1.05469  0.48
H: 4.11865 -2.91181 0.56566  0.06
H: 5.35311 -4.07733 1.08087  0.62
H: 3.98360 -3.69871 2.14045  0.13
H: 3.27229 -7.14646 0.75767  0.35
H: 3.48601 -6.21840 2.24861  0.35
H: 4.86263 -6.51591 1.17922  0.46
H: 4.61289 0.06183 3.19063  0.51
H: 5.36045 0.75038 1.04979  0.49
H: 4.07988 1.08953 -0.14433  0.32
H: 4.89716 -0.45253 -0.17886  0.27
H: 0.77742 -0.86297 5.64087  0.32
H: 1.82060 -1.63171 6.85256  0.54
H: 1.36382 -2.49806 5.37226  0.31
H: 2.39124 1.08957 5.64150  0.30
H: 4.10128 0.85445 5.26259  0.34
H: 3.44969 0.26758 6.79136  0.50
H: 3.85030 -2.89833 4.85148  0.30
H: 4.21139 -2.09697 6.38597  0.49
H: 4.98689 -1.54392 4.90247  0.35
H: -1.23675 -2.80449 6.58183  0.16
H: -2.42929 -3.97898 7.15625  0.47
H: -2.94117 -2.35086 6.70850  0.32
H: -0.46786 -4.46276 4.80928  0.19
H: -1.64137 -5.17464 3.70414  0.25
H: -1.67176 -5.60980 5.42303  0.51
H: -4.65757 -3.44506 5.15884  0.32
H: -4.05396 -5.06780 5.49190  0.48
H: -4.11138 -4.47270 3.82668  0.33
C: -3.14408 3.60872 -7.44481  -2.31
C: -2.64259 3.86342 -6.02066  2.13
C: -1.47619 4.85830 -6.09948  -1.45
C: -3.79480 4.49541 -5.22832  -1.71
C: -2.16106 2.58381 -5.33005  -0.64
C: -1.88446 2.59118 -3.98824  -0.47
C: -1.39816 1.43942 -3.30362  -1.42
N: -0.95344 1.35309 -2.04380  0.39
C: -0.54421 2.45818 -1.32780  -0.57
C: -0.16693 3.69165 -1.88014  -0.82
C: 0.22817 4.76900 -1.10533  -0.22
C: 0.28814 4.60676 0.26942  -0.58
C: 0.02441 3.38439 0.89472  -0.58
C: -0.37200 2.32520 0.07608  -0.52
O: -0.50889 1.02716 0.60769  1.51
C: 0.21270 3.28558 2.41339  2.93
C: 1.33923 2.30273 2.73366  -1.25
C: 0.60388 4.62781 3.04193  -2.62
C: -1.08219 2.83364 3.09457  -1.09
C: 0.54795 6.10246 -1.78443  2.30
C: 1.60103 5.89326 -2.88061  -1.66
C: -0.73969 6.65704 -2.40881  -1.50
C: 1.08528 7.14498 -0.80347  -2.30
C: -1.43663 0.16271 -4.04220  1.01
O: -1.33654 -0.91128 -3.39232  -0.74
C: -1.59593 0.19906 -5.47430  -0.47
C: -1.94316 1.38748 -6.06242  0.35
C: -1.45228 -1.09417 -6.27709  2.45
C: -1.56221 -0.85858 -7.78574  -2.25
C: -2.55741 -2.08581 -5.88248  -1.63
C: -0.07445 -1.71758 -6.00820  -1.62
H: -3.51777 4.54256 -7.86975  0.45
H: -3.95827 2.88115 -7.45968  0.45
H: -2.34933 3.24650 -8.09915  0.37
H: -1.79168 5.78672 -6.58364  0.48
H: -0.64728 4.43563 -6.67126  0.32
H: -1.10223 5.10334 -5.10486  0.23
H: -4.14031 5.40317 -5.72960  0.45
H: -3.49395 4.77112 -4.21721  0.28
H: -4.63561 3.80361 -5.15092  0.39
H: -2.06960 3.49014 -3.41786  1.03
H: -0.15353 3.78988 -2.95362  0.83
H: 0.57713 5.44634 0.87769  0.64
H: 2.27335 2.63025 2.27093  0.48
H: 1.10176 1.30810 2.37339  -0.06
H: 1.49234 2.25595 3.81464  0.11
H: 1.53914 5.01681 2.63624  0.49
H: 0.74430 4.47827 4.11450  0.42
H: -0.17262 5.38414 2.91258  0.46
H: -1.36660 1.83720 2.77188  -0.59
H: -1.90077 3.52021 2.86763  0.52
H: -0.94515 2.80859 4.17955  0.45
H: 1.26244 5.19140 -3.64300  0.28
H: 2.52850 5.50521 -2.45477  0.37
H: 1.82082 6.84235 -3.37569  0.45
H: -1.15624 5.96506 -3.14098  0.21
H: -0.54431 7.60706 -2.91273  0.47
H: -1.49859 6.82338 -1.64135  0.32
H: 2.00808 6.81033 -0.32467  0.42
H: 0.35919 7.38091 -0.02313  0.37
H: 1.30393 8.06980 -1.34101  0.44
H: -2.09763 1.41137 -7.12902  0.39
H: -2.54589 -0.47989 -8.07064  0.39
H: -1.41065 -1.80609 -8.30735  0.44
H: -0.80575 -0.15586 -8.14206  0.41
H: -3.54153 -1.66129 -6.09446  0.32
H: -2.50539 -2.32355 -4.82239  0.19
H: -2.45499 -3.00782 -6.46207  0.48
H: 0.71891 -1.05064 -6.35325  0.33
H: 0.01950 -2.66378 -6.54866  0.46
H: 0.06709 -1.90458 -4.94557  0.18



No. 2
Formula: C30H45N3O8
Source: the OMol25 dataset
Level of theory: wB97M-V/def2-TZVPD

E_HOMO (alpha / beta) = 0.58 / -5.52 eV
lowest unoccupied orbital energy (alpha / beta) = 1.91 / 1.87 eV
net charge = -1
multiplicity = 2
HOMO-LUMO gap (alpha / beta) = 1.330 / 7.388 eV
maximum force = 0.0743 Eh/bohr
E_tot = -1936.19229 Eh

Last column: Löwdin spin population.
Atoms and positions in Å:
O: 0.19242 4.06600 1.74793  0.00
C: -1.00081 4.01375 1.79585  0.01
O: -1.59350 3.79807 2.91116  0.00
C: -3.04754 3.94124 2.89152  0.04
C: -3.33382 4.27494 1.40528  0.08
C: -1.98975 4.28600 0.72410  0.05
H: -3.34313 4.70410 3.61178  0.01
H: -3.31138 2.93182 3.20704  0.01
H: -3.88223 5.21218 1.31077  0.05
H: -4.08724 3.59788 1.00272  0.02
H: -1.68218 5.16728 0.16120  0.03
H: -1.96646 3.48833 -0.01838  0.01
O: -2.63136 0.92683 -3.11219  0.01
C: -3.60719 1.69108 -3.02221  0.02
O: -4.11389 1.95159 -1.79174  0.02
C: -5.13423 2.93430 -1.86965  0.17
C: -5.65160 2.76320 -3.33902  0.09
C: -4.44047 2.32665 -4.14338  0.05
H: -4.82418 3.95419 -1.64202  0.07
H: -6.06831 2.81850 -1.31993  0.06
H: -6.04580 3.70621 -3.71776  0.04
H: -6.36747 1.94132 -3.32733  0.01
H: -3.79511 3.11686 -4.52703  0.02
H: -4.69612 1.72048 -5.01247  0.01
O: -1.26604 -0.99718 -1.05857  0.00
C: -0.27562 -0.34147 -0.76584  0.00
O: 0.83182 -0.93992 -0.24573  0.00
C: 1.75954 0.02149 0.07086  0.00
C: 1.36579 1.39448 -0.56605  0.00
C: -0.16202 1.13485 -0.64783  0.00
H: 2.79719 -0.25090 -0.12195  0.00
H: 1.79961 0.19627 1.14601  0.00
H: 1.82166 1.37642 -1.55598  0.00
H: 1.84776 2.20209 -0.01508  0.00
H: -0.71575 1.61033 -1.45740  0.00
H: -0.48844 1.44152 0.34590  0.00
N: -2.91963 -3.05590 -1.71748  0.00
C: -3.48373 -4.23402 -1.52902  0.00
C: -4.01330 -4.70261 -2.71145  0.00
C: -3.81107 -3.72921 -3.63529  0.00
C: -3.06867 -2.72840 -3.03153  0.00
H: -2.45890 -2.47936 -1.02796  0.00
H: -3.48064 -4.68005 -0.54544  0.00
H: -4.53090 -5.60173 -3.01156  0.00
H: -4.16279 -3.88833 -4.64394  0.00
H: -2.69831 -1.78414 -3.40249  0.00
N: 6.04118 0.95965 -2.34106  0.00
C: 5.93233 1.81358 -1.29138  0.00
C: 4.72292 2.40481 -1.41650  0.00
C: 4.08111 1.96490 -2.66620  0.00
C: 4.86402 0.87848 -3.09964  0.00
H: 6.84001 0.36406 -2.50615  0.00
H: 6.81429 1.89977 -0.67402  0.00
H: 4.38602 3.20380 -0.77268  0.00
H: 3.20597 2.35476 -3.16473  0.00
H: 4.82054 0.19685 -3.93624  0.00
N: -3.47983 -1.47411 1.88471  0.00
C: -2.87065 -0.30781 1.53223  0.01
C: -1.88331 -0.00849 2.45246  0.00
C: -1.87045 -0.96662 3.43586  0.00
C: -2.89942 -1.88079 3.05827  0.01
H: -4.31093 -1.88295 1.48196  0.01
H: -3.20475 0.24891 0.66919  0.01
H: -1.28461 0.88480 2.35245  0.00
H: -1.23260 -1.09762 4.29748  0.00
H: -3.35251 -2.76666 3.47820  0.00
C: 4.73554 -1.29609 5.86395  0.00
C: 3.44075 -1.69441 5.22866  0.00
O: 2.86241 -2.64221 5.77144  0.00
C: 2.98125 -1.09997 3.88299  0.00
H: 4.76338 -0.69682 6.77401  0.00
H: 5.31497 -0.62578 5.22910  0.00
H: 5.50667 -2.06635 5.87619  0.00
H: 3.81985 -0.72626 3.29546  0.00
H: 2.28573 -0.27947 4.05938  0.00
H: 2.34588 -1.84693 3.40711  0.00
C: 5.07595 -5.28094 -1.45730  0.00
C: 5.39164 -4.19279 -0.51005  0.00
O: 6.52325 -3.86514 -0.30685  0.00
C: 4.27823 -3.39101 0.16896  0.00
H: 4.84976 -6.16828 -0.86606  0.00
H: 5.96720 -5.69012 -1.93307  0.00
H: 4.30333 -5.01921 -2.18025  0.00
H: 3.45215 -4.03205 0.47681  0.00
H: 3.91221 -2.56606 -0.44226  0.00
H: 4.60407 -2.90679 1.08953  0.00



No. 3
Formula: C46H37N2NiO4P2
Source: the OMol25 dataset
Level of theory: wB97M-V/def2-TZVPD

E_HOMO (alpha / beta) = -4.37 / -4.97 eV
lowest unoccupied orbital energy (alpha / beta) = 2.44 / 2.44 eV
net charge = -1
multiplicity = 3
energy above the lowest of the compared OMol25 structures with the same formula, charge and spin = 0.0 kcal/mol
HOMO-LUMO gap (alpha / beta) = 6.813 / 7.407 eV
maximum force = 0.0092 Eh/bohr
E_tot = -4376.75208 Eh

Last column: Löwdin spin population.
Atoms and positions in Å:
Ni: 1.02457 -0.62782 -0.56729  1.62
O: 4.29381 -2.57123 -1.57567  0.00
C: 3.16838 -2.13252 -1.38370  0.00
O: 2.79872 -0.90269 -1.38969  0.06
C: 2.03658 -3.14365 -1.16771  0.00
C: 2.28168 -4.49775 -1.27133  0.00
C: 1.20930 -5.37527 -1.17916  0.00
C: -0.06705 -4.86538 -1.02309  0.00
C: -0.24415 -3.48666 -0.94650  0.00
N: 0.80117 -2.65546 -0.97936  0.05
C: -1.66942 -2.91295 -0.91051  0.00
O: -2.52740 -3.60859 -0.35034  0.00
O: -1.80796 -1.80842 -1.50967  0.00
H: 3.30276 -4.81643 -1.43016  0.00
H: 1.36812 -6.44545 -1.24592  0.00
H: -0.94506 -5.49131 -0.95637  0.00
C: -3.04203 1.11093 -1.89402  0.00
N: -1.65541 0.94426 -1.47002  0.01
P: -1.05855 0.93785 0.09952  0.04
C: -1.24130 2.67858 0.65534  0.01
C: -0.20749 3.58058 0.41164  0.00
C: -0.33331 4.91775 0.76614  0.00
C: -1.49783 5.36952 1.36904  0.00
C: -2.53770 4.48130 1.61796  0.00
C: -2.40839 3.14475 1.26633  0.00
C: -2.15049 0.07395 1.26474  0.00
C: -1.83075 0.24089 2.61685  0.00
C: -2.50546 -0.47174 3.59316  0.00
C: -3.50086 -1.37148 3.22720  0.00
C: -3.80834 -1.55651 1.88877  0.00
C: -3.13718 -0.83810 0.90488  0.00
P: -0.40651 0.27540 -2.44667  0.02
C: 0.48974 1.79615 -2.95420  0.00
C: 1.82530 1.64397 -3.32820  0.00
C: 2.59112 2.75185 -3.66998  0.00
C: 2.03468 4.02452 -3.63200  0.00
C: 0.71180 4.18710 -3.24030  0.00
C: -0.05328 3.07913 -2.89778  0.00
C: -1.16792 -0.18397 -4.04079  0.01
C: -1.60708 0.78013 -4.94817  0.00
C: -2.13455 0.40513 -6.17650  0.00
C: -2.20562 -0.93851 -6.51854  0.00
C: -1.74985 -1.90378 -5.63072  0.00
C: -1.23863 -1.53095 -4.39498  0.00
H: -3.64658 1.40903 -1.03759  0.00
H: -3.43728 0.17119 -2.28663  0.00
H: -3.13380 1.88686 -2.65838  0.00
H: 0.70110 3.23817 -0.07032  0.00
H: 0.48346 5.60329 0.57410  0.00
H: -1.59382 6.41189 1.65035  0.00
H: -3.44827 4.82861 2.09196  0.00
H: -3.21114 2.44937 1.48300  0.00
H: -1.02894 0.91384 2.90934  0.00
H: -2.22275 -0.35347 4.63219  0.00
H: -4.01189 -1.95219 3.98652  0.00
H: -4.54084 -2.29510 1.58968  0.00
H: -3.32481 -1.05271 -0.13632  0.00
H: 2.28599 0.66014 -3.30207  0.00
H: 3.63071 2.61826 -3.94304  0.00
H: 2.63686 4.88870 -3.88801  0.00
H: 0.27581 5.17814 -3.18556  0.00
H: -1.07488 3.21500 -2.56206  0.00
H: -1.52412 1.83260 -4.70253  0.00
H: -2.47959 1.16392 -6.86896  0.00
H: -2.60954 -1.23137 -7.48062  0.00
H: -1.79509 -2.95304 -5.89442  0.00
H: -0.90559 -2.27588 -3.68662  0.00
C: 0.46122 -2.03288 6.41204  0.00
C: 0.93463 -0.84601 5.86471  0.00
C: 1.09379 -0.71548 4.49214  0.00
C: 0.78679 -1.77038 3.62552  0.00
C: 0.29533 -2.95071 4.19264  0.00
C: 0.14084 -3.08644 5.56551  0.00
C: 0.83131 -1.65400 2.15032  0.01
C: 1.55656 -0.86143 1.34426  0.09
C: 2.70032 -0.06443 1.83217  0.01
C: 3.71252 -0.60395 2.63291  0.01
C: 4.78913 0.16593 3.04437  0.00
C: 4.88917 1.50014 2.66928  0.01
C: 3.91108 2.04645 1.85141  0.00
C: 2.84548 1.26490 1.42657  0.01
H: 0.33549 -2.13024 7.48453  0.00
H: 1.17477 -0.00847 6.51064  0.00
H: 1.45017 0.22061 4.08329  0.00
H: 0.01764 -3.76637 3.53312  0.00
H: -0.24161 -4.01499 5.97438  0.00
H: 0.06115 -2.27231 1.68230  0.00
H: 3.64777 -1.64507 2.92502  0.00
H: 5.56125 -0.28136 3.66027  0.00
H: 5.73280 2.09868 2.99354  0.00
H: 3.98444 3.07719 1.52420  0.00
H: 2.10482 1.68823 0.75864  0.00



No. 4
Formula: C2H4N4
Source: the OMol25 dataset
Level of theory: wB97M-V/def2-TZVPD

E_HOMO = -9.62 eV
SMILES = [H]/N=C(\N)NC#N
lowest unoccupied orbital energy = 0.31 eV
net charge = 0
energy above the lowest of the compared OMol25 structures with the same formula, charge and spin = 37.5 kcal/mol
HOMO-LUMO gap = 9.926 eV
maximum force = 0.1899 Eh/bohr
E_tot = -297.58456 Eh

Last column: Mulliken charge in e.
Atoms and positions in Å:
H: -1.05648 1.98677 -0.01603  0.20
N: -0.08973 1.50963 0.05409  -0.61
C: -0.25747 0.22235 0.03789  0.49
N: -1.48783 -0.36630 -0.06191  -0.45
N: 0.84372 -0.72114 0.03990  -0.27
C: 2.08580 -0.28761 0.00366  0.40
N: 3.09443 0.45163 -0.03544  -0.44
H: -2.31340 0.15604 -0.36898  0.22
H: -1.53997 -1.21380 0.48089  0.20
H: 0.72093 -1.73757 -0.13408  0.27